Computed, not measured: the molecule C4H6O2 in a non-equilibrium geometry, with ωB97M-V/def2-TZVPD.

Last column: Mulliken charge in e.
Positions of all 12 atoms, in Å:
1 O 2.460 -1.615 0.380  -0.39
2 C 2.138 -0.665 -0.234  0.15
3 O 1.235 0.584 0.263  -0.48
4 C -0.053 0.194 0.613  0.09
5 C -0.976 -0.428 -0.408  -0.54
6 C -1.236 0.963 0.115  -0.55
7 H 1.904 0.007 -1.058  0.45
8 H -0.100 -0.197 1.622  0.34
9 H -0.635 -0.507 -1.438  0.23
10 H -1.624 -1.240 -0.090  0.22
11 H -1.041 1.791 -0.560  0.24
12 H -2.072 1.113 0.795  0.23

Results
- 2S+1 = 1
- net charge = 0
- calculated total energy (eV) = -8336.869
- M (g mol⁻¹) = 86.09
- structure (SMILES) = O=COC1CC1
- energy above the lowest of the compared OMol25 structures with the same formula, charge and spin (kcal per mole) = 82.84

---

Computed, not measured: a structure of composition C25H48BrNO2P2W in a non-equilibrium geometry, with ωB97M-V/def2-TZVPD.

Last column: Mulliken spin population.
Positions of all 80 atoms, in Å:
1 W -0.186 -0.214 0.496  0.58
2 C -1.889 -0.089 -0.502  0.13
3 O -2.949 -0.049 -1.046  0.06
4 C 1.772 -0.012 0.297  0.06
5 O 2.963 0.039 0.308  0.10
6 P 0.187 -2.322 -0.814  -0.03
7 C 0.579 -2.273 -2.638  0.00
8 H 0.702 -3.342 -2.884  0.00
9 C 1.717 -3.255 -0.238  0.00
10 H 2.498 -2.491 -0.408  0.00
11 C -1.367 -3.371 -0.913  0.00
12 H -2.015 -2.734 -1.541  0.00
13 C -1.965 3.067 0.947  -0.01
14 P -0.335 2.308 0.417  -0.02
15 H 0.244 3.738 -1.399  0.00
16 H -2.637 2.762 0.128  0.00
17 C 1.037 3.424 1.054  0.00
18 H 0.592 4.430 0.943  0.00
19 C 1.716 -3.611 1.243  0.00
20 H 2.681 -4.076 1.484  0.00
21 H 0.932 -4.343 1.479  0.00
22 H 1.611 -2.745 1.908  0.00
23 C 2.085 -4.519 -1.038  0.00
24 H 1.331 -5.304 -0.901  0.00
25 H 3.030 -4.911 -0.632  0.00
26 H 2.240 -4.337 -2.108  0.00
27 C -1.193 -4.730 -1.614  0.00
28 H -0.765 -4.661 -2.623  0.00
29 H -2.186 -5.197 -1.720  0.00
30 H -0.593 -5.411 -0.995  0.00
31 C -2.093 -3.594 0.405  0.01
32 H -3.031 -4.123 0.184  0.00
33 H -2.394 -2.669 0.911  0.00
34 H -1.507 -4.229 1.084  0.00
35 C -0.571 -1.750 -3.510  0.00
36 H -1.463 -2.387 -3.449  0.00
37 H -0.231 -1.747 -4.556  0.00
38 H -0.868 -0.721 -3.260  0.00
39 C 1.902 -1.579 -2.989  0.00
40 H 1.906 -0.508 -2.741  0.00
41 H 2.041 -1.661 -4.078  0.00
42 H 2.768 -2.050 -2.506  0.00
43 C -1.918 4.603 1.014  0.00
44 H -1.588 5.069 0.076  0.00
45 H -1.276 4.939 1.841  0.00
46 H -2.929 4.982 1.234  0.00
47 C -2.562 2.520 2.240  0.02
48 H -1.922 2.717 3.111  0.01
49 C 0.560 1.716 -2.136  0.00
50 H -2.792 1.449 2.182  0.00
51 H -3.522 3.021 2.420  0.00
52 C -1.639 2.971 -2.082  0.00
53 H 0.227 0.680 -1.920  0.02
54 H 0.465 1.856 -3.222  0.00
55 H 1.627 1.801 -1.906  0.00
56 C -0.281 2.764 -1.398  -0.01
57 H -1.445 3.138 -3.152  0.00
58 H -2.163 3.850 -1.688  0.00
59 H -2.289 2.091 -1.977  0.00
60 C 2.340 3.399 0.236  0.00
61 H 2.782 2.396 0.202  0.00
62 H 3.066 4.053 0.744  0.00
63 H 2.221 3.783 -0.782  0.00
64 C 1.410 3.235 2.527  0.00
65 H 1.902 2.266 2.698  0.00
66 H 0.575 3.359 3.228  0.00
67 H 2.154 4.002 2.786  0.00
68 H -0.029 1.394 -5.302  0.00
69 H 0.073 0.678 -5.504  0.00
70 Br -0.586 2.001 5.510  0.62
71 C -0.482 0.332 4.598  0.08
72 C -0.836 -0.850 5.248  0.05
73 C -0.902 -2.024 4.479  -0.04
74 C -0.615 -1.984 3.121  0.14
75 N -0.371 -0.804 2.494  -0.02
76 C -0.241 0.323 3.234  0.06
77 H -1.100 -0.831 6.294  0.00
78 H -1.204 -2.975 4.930  0.00
79 H -0.544 -2.900 2.529  0.04
80 H -0.045 1.239 2.683  0.16

Results
- 2S+1 = 3
- net charge = +4
- calculated total energy (eV) = -122687.655
- M (g mol⁻¹) = 720.36
- energy above the lowest of the compared OMol25 structures with the same formula, charge and spin (kcal per mole) = 0.00

---

Computed, not measured: a structure of composition C25H32FIrN4O2P, with ωB97M-V/def2-TZVPD.

Last column: Mulliken spin population.
Positions of all 66 atoms, in Å:
1 Ir -1.546 0.305 0.105  2.83
2 N -2.043 1.782 1.820  0.18
3 C -3.458 1.629 2.212  0.01
4 C -3.810 0.154 2.266  0.01
5 N -3.621 -0.513 0.954  0.24
6 C -4.732 -0.195 0.025  -0.02
7 C -4.277 0.052 -1.408  0.02
8 N -3.164 1.011 -1.416  0.16
9 C -3.420 -1.969 1.141  0.03
10 C -2.758 -2.632 -0.056  -0.02
11 N -1.465 -1.972 -0.342  0.19
12 H -1.425 1.432 2.549  0.00
13 H -1.811 2.754 1.642  0.00
14 H -4.069 2.162 1.483  0.00
15 H -3.656 2.074 3.188  0.00
16 H -4.838 0.027 2.617  0.00
17 H -3.148 -0.335 2.980  0.00
18 H -5.224 0.709 0.386  0.00
19 H -5.481 -0.991 0.048  0.00
20 H -5.129 0.407 -1.991  0.01
21 H -3.923 -0.860 -1.885  0.00
22 H -3.489 1.957 -1.245  0.00
23 H -2.651 1.002 -2.302  -0.01
24 H -4.374 -2.462 1.353  0.00
25 H -2.773 -2.094 2.008  0.00
26 H -3.381 -2.575 -0.945  0.00
27 H -2.618 -3.691 0.168  0.00
28 H -1.116 -2.233 -1.260  0.00
29 H -0.768 -2.243 0.348  0.00
30 O -0.871 0.754 -3.176  0.02
31 C 0.003 1.043 -2.389  0.00
32 O -0.223 1.319 -1.107  0.18
33 C 1.447 1.136 -2.760  0.00
34 C 1.792 1.466 -4.062  0.01
35 C 3.128 1.611 -4.407  0.00
36 C 4.125 1.414 -3.461  0.00
37 C 3.792 1.055 -2.161  0.01
38 C 2.451 0.914 -1.808  0.02
39 P 2.053 0.306 -0.173  0.47
40 C 2.231 -1.456 -0.064  0.06
41 C 1.850 -2.118 1.114  0.06
42 C 1.948 -3.496 1.180  -0.03
43 C 2.395 -4.219 0.078  0.06
44 C 2.740 -3.567 -1.098  -0.02
45 C 2.655 -2.187 -1.180  0.06
46 C 2.800 1.272 1.095  0.06
47 C 2.721 2.666 0.941  0.06
48 C 3.261 3.490 1.909  -0.03
49 C 3.867 2.936 3.032  0.08
50 C 3.941 1.556 3.188  -0.03
51 C 3.406 0.717 2.229  0.07
52 H 1.005 1.622 -4.788  0.00
53 H 3.392 1.884 -5.419  0.00
54 H 5.164 1.535 -3.732  0.00
55 H 4.572 0.882 -1.429  0.00
56 H 1.459 -1.557 1.954  0.01
57 H 1.676 -4.011 2.093  0.00
58 H 2.473 -5.297 0.138  0.00
59 H 3.086 -4.134 -1.952  0.00
60 H 2.935 -1.679 -2.094  0.01
61 H 2.255 3.090 0.059  0.01
62 H 3.220 4.564 1.791  0.00
63 H 4.292 3.584 3.787  0.00
64 H 4.431 1.136 4.056  0.00
65 H 3.492 -0.355 2.339  0.01
66 F -0.799 -0.572 1.833  0.21

Results
- 2S+1 = 6
- net charge = +2
- calculated total energy (eV) = -51329.568
- M (g mol⁻¹) = 662.75
- energy above the lowest of the compared OMol25 structures with the same formula, charge and spin (kcal per mole) = 4.57

---

- Which of these has the highest 2S+1?
  C25H32FIrN4O2P

---

- The highest net charge belongs to which entry?
  C25H48BrNO2P2W